(1)
Formula: C39H91INO20P4Si
Source: the Open Molecules 2025 dataset
Level of theory: ωB97M-V/def2-TZVPD

For the LUMO energy, the calculation gives -2.112 eV. The energy comes out at -5052.91046 hartree. Its total charge is +1. The HOMO-LUMO gap is 9.485 eV.

Last column: Mulliken charge in e.
Positions of all 157 atoms, in Å:
1 C 8.503 2.053 1.750  -1.315
2 C 7.081 2.635 1.857  0.567
3 C 6.783 3.322 3.196  -1.016
4 C 6.032 4.647 3.083  -1.182
5 C 4.726 4.550 2.274  0.762
6 C 3.785 5.741 2.553  -1.526
7 C 2.373 5.398 3.094  0.030
8 C 1.236 5.954 2.216  -1.728
9 C -0.056 5.101 2.060  -0.106
10 C -0.477 4.910 0.588  -1.319
11 C -0.819 3.520 0.039  -0.929
12 N 0.000 2.330 0.437  0.183
13 C -0.352 1.622 1.717  0.801
14 C -1.684 1.907 2.358  -1.356
15 C -2.807 1.222 1.599  -0.595
16 C -2.778 -0.290 1.749  -0.788
17 I -4.731 1.923 2.238  0.116
18 C 0.865 1.770 2.625  -0.963
19 Si 1.360 0.214 3.626  0.674
20 C 1.664 -1.319 2.574  -0.893
21 C 0.004 -0.227 4.858  -1.448
22 C 2.932 0.588 4.562  -1.253
23 O 1.875 2.374 1.795  -0.358
24 C 1.530 2.369 0.449  1.291
25 C 2.010 1.018 -0.170  -1.265
26 C 3.424 0.647 0.227  0.252
27 C 3.866 -0.667 -0.459  -0.965
28 O 4.743 -0.434 -1.556  -0.560
29 C 2.210 3.495 -0.281  0.071
30 C 1.827 3.683 -1.759  -0.640
31 C 3.009 3.475 -2.723  -0.509
32 C 2.651 2.586 -3.881  0.071
33 O 2.426 2.997 -5.030  -0.591
34 O 2.602 1.240 -3.564  -0.357
35 H 9.081 2.529 0.966  0.300
36 H 9.044 2.154 2.684  0.377
37 H 8.483 0.994 1.513  0.328
38 H 6.392 1.807 1.731  -0.429
39 H 6.922 3.311 1.022  0.287
40 H 7.741 3.539 3.663  0.522
41 H 6.261 2.647 3.867  0.356
42 H 6.688 5.397 2.653  0.354
43 H 5.748 4.926 4.096  0.477
44 H 4.266 3.592 2.489  -0.281
45 H 5.007 4.584 1.224  0.152
46 H 4.292 6.397 3.252  0.617
47 H 3.663 6.305 1.632  0.428
48 H 2.288 4.333 3.278  -0.243
49 H 2.292 5.874 4.067  0.768
50 H 1.626 6.215 1.237  0.638
51 H 0.935 6.895 2.664  0.461
52 H -0.837 5.673 2.547  0.766
53 H 0.028 4.176 2.617  -0.287
54 H 0.260 5.367 -0.061  0.552
55 H -1.389 5.473 0.412  0.648
56 H -0.744 3.584 -1.041  0.392
57 H -1.856 3.284 0.235  0.785
58 H -0.213 1.644 -0.283  0.955
59 H -0.398 0.566 1.459  -0.371
60 H -1.691 1.525 3.371  0.696
61 H -1.916 2.968 2.410  0.539
62 H -2.755 1.437 0.536  0.417
63 H -3.718 -0.739 1.475  0.684
64 H -2.475 -0.605 2.740  -0.081
65 H -2.048 -0.703 1.051  0.000
66 H 0.659 2.526 3.389  0.761
67 H 0.935 -1.420 1.773  0.097
68 H 2.670 -1.339 2.175  0.205
69 H 1.517 -2.182 3.217  0.546
70 H -0.805 0.493 4.913  0.430
71 H 0.450 -0.375 5.834  0.435
72 H -0.444 -1.164 4.538  0.393
73 H 2.734 1.292 5.367  0.365
74 H 3.334 -0.321 4.995  0.406
75 H 3.680 1.039 3.917  0.123
76 H 1.988 1.057 -1.257  0.129
77 H 1.355 0.194 0.115  0.783
78 H 3.520 0.521 1.297  -0.362
79 H 4.146 1.391 -0.090  0.347
80 H 4.403 -1.266 0.273  0.414
81 H 3.015 -1.217 -0.836  0.465
82 H 5.536 -0.042 -1.193  0.336
83 H 2.085 4.408 0.295  -1.216
84 H 3.268 3.284 -0.222  0.612
85 H 1.364 4.644 -1.941  0.847
86 H 1.084 2.928 -2.021  -0.370
87 H 3.316 4.408 -3.178  0.516
88 H 3.860 3.051 -2.200  0.411
89 H 1.722 0.913 -3.769  0.279
90 C -9.668 -3.179 -0.950  -0.698
91 O -9.325 -1.787 -1.075  -0.284
92 P -8.334 -1.121 -0.033  0.728
93 O -7.499 -2.067 0.703  -0.539
94 O -9.235 -0.170 0.865  -0.331
95 C -10.475 -0.659 1.391  -0.678
96 O -7.564 -0.100 -0.955  -0.104
97 C -7.244 1.241 -0.557  -0.267
98 H -10.695 -3.289 -1.287  0.259
99 H -9.011 -3.773 -1.582  0.258
100 H -9.582 -3.524 0.078  0.343
101 H -10.396 -1.703 1.694  0.300
102 H -11.260 -0.547 0.644  0.256
103 H -10.717 -0.059 2.263  0.276
104 H -8.047 1.701 0.013  0.399
105 H -7.094 1.814 -1.469  0.199
106 H -6.325 1.238 0.032  -0.163
107 C -4.695 -3.548 0.305  0.183
108 O -3.650 -4.465 -0.067  -0.350
109 P -2.157 -4.251 0.425  0.827
110 O -2.011 -3.351 1.571  -0.519
111 O -1.355 -3.775 -0.870  -0.242
112 C -1.906 -2.738 -1.679  -0.356
113 O -1.688 -5.731 0.620  -0.386
114 C -0.394 -6.227 0.222  -0.628
115 H -5.395 -3.500 -0.525  0.214
116 H -5.212 -3.914 1.187  0.345
117 H -4.306 -2.555 0.506  -0.408
118 H -2.407 -1.989 -1.059  -0.085
119 H -2.610 -3.145 -2.405  0.286
120 H -1.087 -2.254 -2.206  0.373
121 H -0.057 -5.775 -0.706  0.309
122 H -0.489 -7.295 0.062  0.252
123 H 0.333 -6.044 1.012  0.325
124 C -5.089 -0.594 -3.589  -0.296
125 O -3.958 -0.163 -4.375  -0.376
126 P -3.234 1.203 -4.042  0.905
127 O -3.463 1.697 -2.683  -0.457
128 O -3.652 2.194 -5.202  -0.382
129 C -5.024 2.269 -5.621  -0.559
130 O -1.733 0.854 -4.382  -0.256
131 C -0.865 1.794 -5.030  -0.690
132 H -5.759 -1.129 -4.257  0.393
133 H -4.751 -1.263 -2.801  -0.012
134 H -5.617 0.246 -3.142  0.142
135 H -5.704 2.182 -4.774  0.197
136 H -5.228 1.482 -6.345  0.253
137 H -5.166 3.238 -6.089  0.283
138 H -1.388 2.408 -5.757  0.366
139 H -0.094 1.230 -5.551  0.274
140 H -0.398 2.436 -4.279  0.214
141 C 2.181 -8.383 -4.299  -0.647
142 O 3.105 -8.958 -3.362  -0.332
143 P 3.041 -8.548 -1.831  0.758
144 O 1.775 -7.945 -1.420  -0.364
145 O 4.325 -7.642 -1.588  -0.288
146 C 4.648 -6.609 -2.522  -0.604
147 O 3.428 -9.905 -1.139  -0.352
148 C 4.310 -9.998 -0.012  -0.624
149 H 2.703 -8.284 -5.247  0.255
150 H 1.328 -9.048 -4.422  0.266
151 H 1.829 -7.407 -3.972  0.305
152 H 3.751 -6.114 -2.896  0.269
153 H 5.214 -7.028 -3.353  0.246
154 H 5.260 -5.878 -2.001  0.274
155 H 5.120 -9.276 -0.079  0.308
156 H 4.732 -10.999 -0.020  0.231
157 H 3.751 -9.849 0.911  0.281

---

(2)
Formula: C4H7NO
Source: the Open Molecules 2025 dataset
Level of theory: ωB97M-V/def2-TZVPD

For the LUMO energy (spin up / spin down), the calculation gives 0.781 / 0.781 eV. The energy comes out at -286.40284 hartree. Its total charge is 0. As for the SMILES: C=[NH+][O-].C#CC. The HOMO-LUMO gap (spin up / spin down) is 9.228 / 9.226 eV.

Last column: Mulliken charge in e.
Positions of all 13 atoms, in Å:
1 C -1.107 1.634 0.617  -0.112
2 C -1.426 0.615 0.062  0.070
3 C 2.506 -0.424 0.484  -0.441
4 C -2.028 -0.622 -0.416  -1.195
5 N 1.617 -0.161 -0.427  0.221
6 O 1.456 1.040 -0.688  -0.544
7 H -0.926 2.525 1.160  0.368
8 H 2.689 -1.469 0.725  0.267
9 H 3.074 0.359 1.002  0.276
10 H -1.866 -1.516 0.364  0.251
11 H -1.734 -0.865 -1.383  0.371
12 H -3.218 -0.422 -0.488  0.255
13 H 0.964 -0.694 -1.011  0.213

---

(3)
Formula: C5H11NO
Source: the Open Molecules 2025 dataset
Level of theory: ωB97M-V/def2-TZVPD

For the LUMO energy, the calculation gives 0.826 eV. The energy comes out at -327.09070 hartree. Its total charge is 0. As for the SMILES: C=C(C)NC=O.C. The HOMO-LUMO gap is 10.050 eV.

Last column: Mulliken charge in e.
Positions of all 18 atoms, in Å:
1 C -1.234 -0.381 -2.161  -0.769
2 C -1.234 0.444 1.308  -0.903
3 C 0.074 0.395 1.072  0.498
4 C 0.921 1.572 0.690  -1.123
5 N 0.757 -0.848 1.212  -0.113
6 C 1.556 -1.403 0.253  -0.063
7 O 1.877 -0.884 -0.795  -0.511
8 H -1.130 0.298 -3.010  0.270
9 H -0.562 -1.228 -2.300  0.214
10 H -2.266 -0.734 -2.088  0.289
11 H -1.774 1.384 1.261  0.286
12 H -1.797 -0.459 1.526  0.267
13 H -0.951 0.131 -1.240  0.033
14 H 0.314 2.479 0.624  0.331
15 H 1.714 1.723 1.431  0.332
16 H 1.398 1.385 -0.275  0.320
17 H 0.436 -1.461 1.948  0.271
18 H 1.901 -2.412 0.545  0.371

---

(4)
Formula: C4H7NO
Source: the Open Molecules 2025 dataset
Level of theory: ωB97M-V/def2-TZVPD

For the LUMO energy (spin up / spin down), the calculation gives -0.907 / 0.348 eV. The energy comes out at -286.40885 hartree. Its total charge is 0. The HOMO-LUMO gap (spin up / spin down) is 7.479 / 8.950 eV.

Last column: Mulliken charge in e.
Positions of all 13 atoms, in Å:
1 C 0.197 -0.691 0.244  -0.696
2 C -1.127 -0.163 0.003  1.334
3 C 2.887 -0.389 -0.324  -0.898
4 C -1.548 1.192 0.495  -1.126
5 N -0.629 -1.215 1.031  -0.383
6 O -1.914 -0.618 -1.029  -0.501
7 H 3.196 -0.720 0.643  0.328
8 H 2.725 0.648 -0.514  0.322
9 H 2.867 -1.087 -1.135  0.322
10 H -2.336 1.091 1.242  0.276
11 H -1.935 1.762 -0.348  0.348
12 H -0.706 1.716 0.940  0.334
13 H -1.678 -1.528 -1.249  0.340

---

Q: Which value of total charge does entry 4 give?
A: 0

---

Copy entry 3 word for word.
Formula: C5H11NO
Source: the Open Molecules 2025 dataset
Level of theory: ωB97M-V/def2-TZVPD

For the LUMO energy, the calculation gives 0.826 eV. The energy comes out at -327.09070 hartree. Its total charge is 0. As for the SMILES: C=C(C)NC=O.C. The HOMO-LUMO gap is 10.050 eV.

Last column: Mulliken charge in e.
Positions of all 18 atoms, in Å:
1 C -1.234 -0.381 -2.161  -0.769
2 C -1.234 0.444 1.308  -0.903
3 C 0.074 0.395 1.072  0.498
4 C 0.921 1.572 0.690  -1.123
5 N 0.757 -0.848 1.212  -0.113
6 C 1.556 -1.403 0.253  -0.063
7 O 1.877 -0.884 -0.795  -0.511
8 H -1.130 0.298 -3.010  0.270
9 H -0.562 -1.228 -2.300  0.214
10 H -2.266 -0.734 -2.088  0.289
11 H -1.774 1.384 1.261  0.286
12 H -1.797 -0.459 1.526  0.267
13 H -0.951 0.131 -1.240  0.033
14 H 0.314 2.479 0.624  0.331
15 H 1.714 1.723 1.431  0.332
16 H 1.398 1.385 -0.275  0.320
17 H 0.436 -1.461 1.948  0.271
18 H 1.901 -2.412 0.545  0.371

---

Q: total charge of number 2 (C4H7NO)?
A: 0

---

Repeat the second record exactly.
Formula: C4H7NO
Source: the Open Molecules 2025 dataset
Level of theory: ωB97M-V/def2-TZVPD

For the LUMO energy (spin up / spin down), the calculation gives 0.781 / 0.781 eV. The energy comes out at -286.40284 hartree. Its total charge is 0. As for the SMILES: C=[NH+][O-].C#CC. The HOMO-LUMO gap (spin up / spin down) is 9.228 / 9.226 eV.

Last column: Mulliken charge in e.
Positions of all 13 atoms, in Å:
1 C -1.107 1.634 0.617  -0.112
2 C -1.426 0.615 0.062  0.070
3 C 2.506 -0.424 0.484  -0.441
4 C -2.028 -0.622 -0.416  -1.195
5 N 1.617 -0.161 -0.427  0.221
6 O 1.456 1.040 -0.688  -0.544
7 H -0.926 2.525 1.160  0.368
8 H 2.689 -1.469 0.725  0.267
9 H 3.074 0.359 1.002  0.276
10 H -1.866 -1.516 0.364  0.251
11 H -1.734 -0.865 -1.383  0.371
12 H -3.218 -0.422 -0.488  0.255
13 H 0.964 -0.694 -1.011  0.213